Record 1
{"formula": "C5H8O2S", "method": "ωB97M-V/def2-TZVPD", "total_charge": 0, "relative_energy_kj_mol": 10.8, "homo_lumo_gap_ev": 9.45, "symbols": ["C", "C", "C", "C", "C", "H", "H", "H", "H", "H", "H", "H", "H", "O", "O", "S"], "positions_angstrom": [[-0.374067, -1.321426, 0.604096], [0.095319, -0.021559, -0.077603], [0.004178, 1.192644, 0.872744], [1.630114, 0.011881, -0.222812], [-0.631040, 0.135474, -1.406560], [-1.447554, -1.302261, 0.822860], [-0.169879, -2.189449, -0.055895], [0.183178, -1.435581, 1.559271], [-0.643167, 1.048770, 1.761336], [-0.275213, 2.149475, 0.366324], [2.122493, -0.963163, -0.127425], [1.952252, 0.487430, -1.143597], [-2.177847, 0.642582, -0.390070], [-1.928147, 0.502715, -1.303480], [-0.138252, -0.060806, -2.475987], [1.797634, 1.123273, 1.216797]], "forces_ev_per_angstrom": [[0.399, -0.140, 0.041], [0.094, -0.341, -0.088], [-0.603, 0.780, 0.171], [0.053, -0.332, -0.139], [0.050, 0.030, 0.380], [0.146, 0.010, 0.000], [-0.074, 0.448, 0.425], [-0.349, -0.018, -0.577], [0.363, 0.079, -0.455], [0.191, -0.747, 0.358], [-0.103, 0.273, 0.057], [0.005, 0.019, -0.055], [-0.048, 0.046, 0.396], [-0.063, -0.018, -0.521], [0.018, -0.028, -0.093], [-0.082, -0.061, 0.100]]}

---

Record 2
{"formula": "C5H8O3", "method": "ωB97M-V/def2-TZVPD", "smiles": "O[C@@H]1[C@H]2OCC[C@]12O", "total_charge": 0, "relative_energy_kj_mol": 700.8, "homo_lumo_gap_ev": 9.04, "symbols": ["C", "C", "C", "C", "C", "H", "H", "H", "H", "H", "H", "H", "H", "O", "O", "O"], "positions_angstrom": [[-1.655808, -0.120990, -0.504284], [-0.337472, -0.940318, -0.346385], [1.808011, -0.312058, -0.104589], [1.016054, 0.292858, 0.906008], [-0.428046, 0.521430, 0.224250], [-2.587449, -0.757705, 1.083019], [-1.789521, 0.414086, -1.540452], [-0.439701, -1.787243, 0.407992], [2.290750, 0.285282, -0.838773], [2.486865, -0.982300, 0.394374], [1.369395, 1.379882, 0.891240], [1.078406, 0.007245, 2.050602], [-0.828726, 2.233002, -0.961253], [-2.840153, -0.435310, 0.159827], [0.920837, -1.190042, -0.993277], [-0.063443, 1.392180, -0.828299]], "forces_ev_per_angstrom": [[0.418, -0.849, -0.649], [-1.260, -1.343, -0.564], [0.790, -4.143, -2.510], [-2.376, 5.485, 4.668], [1.582, -1.175, -0.496], [-0.531, 0.590, -1.866], [-0.258, -1.185, 2.526], [-0.381, 1.566, -0.297], [0.439, 0.915, -0.075], [0.764, -0.350, -0.232], [-0.299, -1.167, 0.659], [-0.298, -0.182, -2.660], [3.377, -3.928, 0.954], [1.188, -0.840, 1.029], [-1.203, 1.714, 1.118], [-1.952, 4.892, -1.605]]}

---

Record 3
{"formula": "C5H8O3", "method": "ωB97M-V/def2-TZVPD", "smiles": "O[C@@H]1C[C@@]12COCO2", "total_charge": 0, "relative_energy_kj_mol": 455.8, "homo_lumo_gap_ev": 9.47, "symbols": ["C", "C", "C", "C", "C", "H", "H", "H", "H", "H", "H", "H", "H", "O", "O", "O"], "positions_angstrom": [[1.537848, 0.084231, -0.550581], [1.230016, 0.904884, 0.861020], [0.166619, 0.160780, 0.170318], [-1.190821, 0.950871, -0.488208], [-1.601310, -1.160736, 0.363658], [1.348179, -1.828845, -0.378405], [1.683328, 0.761212, -1.470764], [1.913630, 0.258439, 1.528195], [1.393686, 1.960313, 0.639605], [-1.119198, 1.536294, -1.347429], [-1.354074, 1.643315, 0.257015], [-1.866375, -2.049629, -0.024084], [-1.910030, -0.721076, 1.302716], [2.071510, -1.146206, -0.590711], [-2.081052, -0.101119, -0.563640], [-0.221950, -1.252735, 0.291298]], "forces_ev_per_angstrom": [[-2.691, 3.555, -0.191], [3.254, -3.431, -0.424], [-0.228, 0.076, -4.719], [3.118, -3.361, 2.403], [0.483, 4.112, -0.377], [1.309, 1.491, -0.541], [-0.143, -1.276, 1.522], [-1.376, 1.816, -0.269], [-0.420, -0.271, 0.761], [0.610, 0.143, -2.041], [-1.216, 1.544, 2.152], [-2.246, -2.995, -0.577], [-0.318, -1.001, 0.749], [0.029, -2.023, 0.566], [-0.137, -1.534, -0.168], [-0.029, 3.155, 1.153]]}

---

Record 4
{"formula": "C5H8O3", "method": "ωB97M-V/def2-TZVPD", "smiles": "O=CCCCC(=O)O", "total_charge": 0, "relative_energy_kj_mol": 110.6, "homo_lumo_gap_ev": 10.50, "symbols": ["O", "C", "O", "C", "C", "C", "C", "O", "H", "H", "H", "H", "H", "H", "H", "H"], "positions_angstrom": [[-1.073615, 1.402247, 0.637694], [-0.410215, 0.670660, 1.299828], [-0.280357, 0.959244, 2.681370], [0.267240, -0.530293, 1.028425], [1.305108, -0.391127, -0.030402], [0.772403, 0.174167, -1.464138], [-0.451549, -0.654150, -1.944007], [-0.280480, -1.719556, -2.564831], [-0.876173, 1.716953, 2.736710], [0.936207, -0.867104, 1.925979], [-0.443024, -1.423229, 0.843504], [2.162531, 0.251611, 0.383170], [1.812436, -1.391141, -0.097137], [0.466807, 1.197327, -1.314918], [1.533296, 0.044200, -2.204171], [-1.414387, -0.279643, -1.645238]], "forces_ev_per_angstrom": [[-0.297, 0.213, -1.242], [-1.217, 1.971, 4.123], [-0.388, -0.006, -1.670], [2.050, -4.714, 0.874], [1.832, 0.232, -1.927], [-0.666, -1.692, 1.698], [2.736, -2.288, -0.893], [-0.845, 2.659, 1.456], [0.030, 0.332, 0.562], [-1.812, 0.711, -1.140], [0.838, 1.587, 0.089], [-1.354, -0.420, -0.833], [-0.632, 0.802, -0.581], [0.087, 0.383, -0.132], [0.559, 0.148, -0.370], [-0.920, 0.083, -0.015]]}

---

Record 5
{"formula": "C5H8O3S", "method": "ωB97M-V/def2-TZVPD", "smiles": "C=CC(C)=O.C=S(=O)=O", "total_charge": 0, "relative_energy_kj_mol": 410.7, "homo_lumo_gap_ev": 9.42, "symbols": ["C", "C", "C", "C", "C", "O", "O", "O", "S", "H", "H", "H", "H", "H", "H", "H", "H"], "positions_angstrom": [[-1.174596, -0.527894, -0.083620], [0.079312, 1.173189, 1.430653], [1.957871, -1.538011, -0.571092], [-0.163320, -0.020973, 1.006857], [-2.100561, 0.488787, -0.715511], [-1.151347, -1.648208, -0.370228], [2.446604, 1.028779, -0.155275], [0.664297, 0.471650, -1.683998], [1.609923, 0.042258, -0.705256], [-0.272159, 2.020752, 1.063923], [0.772405, 1.528611, 2.240421], [2.693142, -1.839279, 0.179803], [1.289627, -2.264417, -1.003597], [0.186922, -0.881552, 1.639307], [-3.027638, 0.276317, -0.108232], [-2.090003, 0.243572, -1.727710], [-1.720477, 1.446422, -0.436451]], "forces_ev_per_angstrom": [[0.988, 4.811, 1.547], [2.530, 0.473, 3.098], [0.130, 1.389, 0.338], [-1.550, -3.996, 0.972], [-0.062, -1.153, 3.361], [-0.118, -4.422, -0.931], [1.351, 0.808, 1.143], [-0.497, -0.284, -0.341], [0.608, -2.468, -1.563], [-1.965, 3.464, -2.470], [-0.526, -1.428, -0.449], [-0.289, 0.394, -0.341], [-0.137, 0.245, -0.121], [-0.075, 0.787, -0.926], [0.365, 0.482, -1.229], [-0.652, 0.045, -1.688], [-0.103, 0.851, -0.402]]}

---

Record 6
{"formula": "C5H8O4", "method": "ωB97M-V/def2-TZVPD", "total_charge": -2, "relative_energy_kj_mol": 100.0, "homo_lumo_gap_ev": 7.37, "symbols": ["C", "C", "C", "O", "O", "H", "H", "H", "H", "H", "C", "C", "O", "O", "H", "H", "H"], "positions_angstrom": [[-1.538802, 1.164142, 1.407921], [-1.509453, 1.471517, -0.086318], [-0.238837, 1.231531, 2.356084], [-0.266742, 0.170010, 3.050844], [0.530292, 2.189557, 2.376121], [-2.298983, 1.763730, 2.002606], [-2.068262, 0.228327, 1.604904], [-0.682541, 2.016560, -0.514360], [-2.454126, 2.005892, -0.336227], [-1.485073, 0.523721, -0.651949], [1.417110, -1.236830, -1.548524], [2.148758, -2.526722, -1.799863], [2.962355, -2.959371, -0.937357], [1.835414, -3.227512, -2.816906], [1.582871, -0.419521, -2.237763], [1.692411, -0.871712, -0.557892], [0.373609, -1.523321, -1.311322]], "forces_ev_per_angstrom": [[-0.586, 1.076, 1.489], [-1.158, -0.419, -0.277], [-1.853, -2.669, -0.168], [0.846, 0.904, 0.388], [0.211, 0.722, -0.312], [0.843, 0.501, -0.939], [0.840, -0.503, -0.439], [0.425, 0.551, 0.516], [0.551, -0.278, -0.287], [-0.204, 0.258, 0.181], [-0.527, 0.048, 1.993], [0.851, -2.806, -0.515], [-0.125, 0.999, 0.089], [-0.303, 1.142, -0.096], [-0.421, -0.137, -0.542], [0.510, 0.174, -0.040], [0.100, 0.437, -1.041]]}

---

Record 7
{"formula": "C5H8O4", "method": "ωB97M-V/def2-TZVPD", "total_charge": -2, "relative_energy_kj_mol": 149.9, "homo_lumo_gap_ev": 7.71, "symbols": ["C", "C", "O", "O", "H", "H", "H", "C", "C", "C", "O", "O", "H", "H", "H", "H", "H"], "positions_angstrom": [[-1.441874, 1.278331, -0.854846], [-2.341652, 1.350596, -2.044201], [-3.174860, 0.555029, -2.363470], [-2.062160, 2.347067, -2.728117], [-1.668886, 2.121586, -0.193916], [-0.440985, 1.215622, -1.200837], [-1.710653, 0.349298, -0.240014], [1.082984, -1.184154, 0.829358], [0.322407, 0.042655, 1.272729], [2.307508, -1.430663, 1.725430], [2.133062, -1.593933, 2.916005], [3.352225, -1.522107, 1.055273], [0.543263, -2.157026, 0.703324], [1.610852, -1.012624, -0.174401], [-0.296436, -0.182311, 2.120089], [-0.499944, 0.251721, 0.690006], [0.900411, 0.784691, 1.687409]], "forces_ev_per_angstrom": [[-2.295, -2.197, 1.933], [1.989, 2.555, -0.537], [-3.107, -3.791, 0.066], [0.640, 2.409, -1.292], [0.522, 0.075, -0.202], [0.928, 0.175, 0.073], [0.229, 1.185, -1.153], [1.307, 0.091, -1.779], [-1.175, -3.193, 1.227], [-0.465, -0.570, -2.431], [-0.259, -0.109, 2.909], [1.730, -0.044, -0.024], [-0.134, 0.956, 0.380], [-1.173, -0.049, 1.083], [-0.075, -0.883, 1.391], [-0.256, 1.270, -1.641], [1.594, 2.120, -0.004]]}

---

Record 8
{"formula": "C5H8O4", "method": "ωB97M-V/def2-TZVPD", "total_charge": -2, "relative_energy_kj_mol": 271.9, "homo_lumo_gap_ev": 6.63, "symbols": ["C", "C", "C", "O", "O", "H", "H", "H", "H", "H", "C", "C", "O", "O", "H", "H", "H"], "positions_angstrom": [[-0.373499, -0.960006, 0.892730], [-0.494056, -2.394224, 1.669417], [-1.467025, -0.038186, 1.557475], [-2.495622, -0.629095, 2.008089], [-1.211329, 1.167701, 1.639779], [0.730405, -0.777590, 1.091389], [-0.513626, -1.076509, -0.164227], [-1.514262, -2.310922, 2.095444], [0.145968, -2.324597, 2.545673], [-0.206201, -3.300151, 1.141815], [1.496141, 2.118393, -2.666110], [0.536571, 1.424447, -1.346926], [-0.262204, 0.548650, -1.709844], [0.864213, 2.113520, -0.384013], [2.321150, 1.438646, -2.439627], [1.556401, 3.145088, -2.410953], [0.886975, 1.854836, -3.520112]], "forces_ev_per_angstrom": [[1.082, -2.729, 2.181], [-0.557, 1.879, 0.058], [0.546, 0.209, 0.323], [-0.087, 0.018, -0.297], [-0.103, 0.191, 0.101], [-1.468, 1.073, -0.495], [-0.203, 0.152, -0.402], [0.259, -0.930, -0.589], [0.401, -0.055, 0.214], [-0.287, -0.111, -0.361], [-1.578, -2.670, 1.048], [0.791, 2.377, -2.261], [0.535, 0.262, 0.698], [-0.612, -1.148, 1.070], [0.436, 0.608, -0.686], [0.447, 0.749, 0.018], [0.400, 0.126, -0.622]]}

---

| no. | LUMO level (eV) |
| --- | --- |
| 1 | 0.45 |
| 2 | 0.61 |
| 3 | 0.89 |
| 4 | 0.61 |
| 5 | -0.23 |
| 6 | 6.27 |
| 7 | 6.47 |
| 8 | 6.74 |